i:
{"formula": "C4H9NOS", "method": "wB97M-V/def2-TZVPD", "e_homo_ev": -8.409, "gap_ev": 4.8400, "symbols": ["C", "N", "C", "C", "S", "C", "O", "H", "H", "H", "H", "H", "H", "H", "H", "H"], "coordinates": [[0.2294, -1.4132, 1.7232], [-0.6155, -1.2633, 0.4464], [-1.0906, 0.0281, -0.0803], [-0.1699, 1.1321, -0.6193], [1.6158, 0.6939, -0.6556], [-2.4330, 0.1520, -0.0349], [-3.2314, 1.1705, -0.2290], [-0.3360, -0.8983, 2.4783], [0.4222, -2.4535, 1.9995], [1.2121, -0.8021, 1.4090], [-0.1408, -1.7912, -0.3576], [4.4229, 1.4617, -1.8350], [-0.3780, 1.0364, -1.7363], [-0.4893, 2.1684, -0.3088], [4.0395, 1.6720, -2.4068], [-3.0573, -0.8934, 0.2071]]}

---

ii:
{"formula": "C4H9NOS", "method": "wB97M-V/def2-TZVPD", "e_homo_ev": -6.939, "gap_ev": 7.5466, "symbols": ["C", "C", "C", "C", "N", "O", "S", "H", "H", "H", "H", "H", "H", "H", "H", "H"], "coordinates": [[0.4576, 0.4307, -0.0284], [0.5103, 1.8716, -0.0152], [1.7186, -0.3280, -0.1690], [-0.8557, -1.4837, 0.1523], [-0.7244, -0.0496, 0.1050], [-3.3907, -0.7321, 0.3720], [-2.7857, 0.5863, 0.0959], [1.4451, 2.3373, -0.1923], [0.1292, 2.3726, 0.9023], [-0.1031, 2.0734, -0.8309], [1.5765, -1.2707, 0.2522], [2.5694, 0.1541, 0.3844], [1.9054, -0.3442, -1.1703], [-0.1780, -1.8462, -0.7248], [-0.4137, -1.9713, 0.9912], [-1.8609, -1.8001, -0.1245]]}

---

Which one is most stable, and which one is least stable? ii is the most stable of them, while i is the least stable.

---

i:
{"formula": "C4H9NOS", "method": "wB97M-V/def2-TZVPD", "e_homo_ev": -9.289, "gap_ev": 5.7041, "symbols": ["C", "C", "C", "S", "C", "N", "O", "H", "H", "H", "H", "H", "H", "H", "H", "H"], "coordinates": [[1.0288, -0.3136, -0.1939], [2.1304, -1.2196, 0.4699], [2.3609, 0.3338, 0.5063], [5.0225, -1.3687, 1.1900], [-2.8901, 0.8586, -0.6762], [-4.3350, 0.6794, -0.5866], [-2.2630, -0.0496, -1.1252], [-3.2940, 2.5873, -1.1230], [1.0495, -0.3560, -1.3035], [1.8334, -1.7632, 1.3727], [3.1519, -1.6666, 0.4034], [3.1677, 0.6046, -0.1692], [2.3736, 0.6323, 1.5610], [0.0316, -0.1363, 0.2539], [-4.6521, 1.4334, 0.0395], [-4.7164, -0.2559, -0.6189]]}

---

ii:
{"formula": "C4H9NOS", "method": "wB97M-V/def2-TZVPD", "e_homo_ev": -9.091, "gap_ev": 9.8954, "smiles": "CNC(=O)CCS", "symbols": ["C", "C", "S", "C", "N", "C", "O", "H", "H", "H", "H", "H", "H", "H", "H", "H"], "coordinates": [[0.5336, 0.0432, 0.2897], [1.7361, -0.8798, 0.4744], [3.2703, 0.0635, 0.0667], [-0.7305, -0.7646, 0.0639], [-1.8842, -0.0253, -0.0766], [-1.9802, 1.2884, -0.6606], [-0.7747, -1.9645, -0.1242], [0.6442, 0.6003, -0.6445], [0.4117, 0.7248, 1.1240], [1.6449, -1.7924, -0.0988], [1.8060, -1.1406, 1.5309], [4.2022, -0.8633, 0.2928], [-2.7558, -0.3794, 0.2809], [-1.4362, 2.0875, -0.1420], [-3.0150, 1.6332, -0.6688], [-1.6723, 1.3692, -1.7079]]}

---

iii:
{"formula": "C4H9NOS", "method": "wB97M-V/def2-TZVPD", "e_homo_ev": -9.006, "gap_ev": 9.7681, "smiles": "CNC(=O)CCS", "symbols": ["C", "C", "S", "C", "N", "C", "O", "H", "H", "H", "H", "H", "H", "H", "H", "H"], "coordinates": [[0.4402, -0.0144, -0.4616], [1.5672, -1.0283, -0.5148], [3.1034, -0.3168, -1.1936], [-0.8546, -0.6886, -0.0332], [-1.8459, 0.1097, 0.4520], [-1.7066, 1.4976, 0.8492], [-1.0183, -1.8868, -0.1631], [0.2797, 0.3597, -1.4840], [0.6738, 0.8769, 0.1125], [1.2752, -1.8166, -1.2007], [1.7387, -1.5076, 0.4470], [3.9478, -0.7542, -0.2615], [-2.6854, -0.3966, 0.6811], [-1.0066, 1.5910, 1.6685], [-2.6761, 1.9000, 1.0525], [-1.2326, 2.0750, 0.0499]]}

---

Which one is most stable, and which one is least stable? iii is the most stable of them, while i is the least stable.

---

i:
{"formula": "C4H9NOS", "method": "wB97M-V/def2-TZVPD", "e_homo_ev": -9.324, "gap_ev": 10.2712, "symbols": ["C", "C", "C", "C", "N", "O", "S", "H", "H", "H", "H", "H", "H", "H", "H", "H"], "coordinates": [[-0.9785, 0.3449, 0.6549], [-0.0421, -0.5679, 1.6346], [-0.6414, 1.1021, -0.4187], [0.7828, 1.2071, -0.8529], [0.0591, -2.5227, -0.1430], [-1.9664, -2.3761, 1.6360], [-0.4752, -2.3210, 1.5406], [-2.0067, 0.5257, 0.7852], [-0.4857, -1.7584, -0.4597], [1.0377, -0.3444, 1.4665], [-0.4326, -0.2040, 2.5979], [-1.3973, 1.5900, -0.9612], [1.0882, 2.1950, -0.4823], [0.8312, 1.1438, -1.9674], [1.1986, 0.2745, -0.4524], [-0.4194, -3.3126, -0.5662]]}

---

ii:
{"formula": "C4H9NOS", "method": "wB97M-V/def2-TZVPD", "e_homo_ev": -8.383, "gap_ev": 9.2025, "smiles": "C/C=C/COSN", "symbols": ["C", "C", "C", "C", "N", "O", "S", "H", "H", "H", "H", "H", "H", "H", "H", "H"], "coordinates": [[-1.3324, -0.5731, 0.4944], [0.1319, -0.5185, 0.8065], [2.3957, -0.9574, -0.1790], [0.9347, -0.8776, -0.1656], [-2.8510, 2.1708, -1.4223], [-1.6219, -0.2566, -0.8487], [-1.4253, 1.1956, -1.4843], [-1.6591, -1.5951, 0.5214], [-1.7483, 0.0662, 1.1917], [0.3177, -0.0064, 1.7547], [2.8535, -1.8123, -0.7703], [2.6757, -1.0879, 0.8786], [2.8883, 0.0799, -0.4824], [0.2986, -1.3010, -0.9530], [-3.4284, 2.1028, -2.2616], [-2.5898, 3.0849, -1.1873]]}

---

Which one is most stable, and which one is least stable? i is the most stable of them, while ii is the least stable.

---

i:
{"formula": "C4H9NOS", "method": "wB97M-V/def2-TZVPD", "e_homo_ev": -7.987, "gap_ev": 4.7786, "symbols": ["C", "N", "C", "C", "S", "C", "O", "H", "H", "H", "H", "H", "H", "H", "H", "H"], "coordinates": [[-0.6594, -1.5617, 1.4270], [0.0399, -0.2015, 1.5291], [-0.2753, 0.8363, 0.5933], [0.3749, 0.6399, -0.7612], [1.8343, -0.5002, -0.7047], [-1.3110, 1.7428, 0.7535], [-1.5886, 2.5121, -0.2193], [-0.4585, -2.0092, 0.4490], [-1.7173, -1.4609, 1.5673], [-0.2769, -2.2270, 2.1798], [1.0603, -0.3462, 1.3566], [2.5362, -0.2602, -3.3418], [0.7105, 1.6252, -1.2981], [-0.2984, 0.1703, -1.4446], [1.9998, -0.6627, -3.7758], [-1.9704, 1.7030, 1.6901]]}

---

ii:
{"formula": "C4H9NOS", "method": "wB97M-V/def2-TZVPD", "e_homo_ev": -8.802, "gap_ev": 8.5748, "symbols": ["C", "C", "C", "C", "H", "H", "H", "H", "H", "H", "H", "H", "H", "N", "O", "S"], "coordinates": [[0.0977, 0.9473, -0.4630], [0.4569, 0.3011, 0.8756], [-0.9429, -0.2368, 1.1797], [-1.3557, 0.6969, -0.0893], [-0.2171, 0.7501, -2.4282], [-0.5935, -0.5593, -1.7360], [0.3004, 1.9497, -0.4739], [0.7094, 0.9923, 1.6344], [2.6670, -0.2816, 2.1460], [-0.6859, -1.2415, 0.8088], [-1.3366, -0.2336, 2.0935], [-2.0949, 1.4304, 0.2909], [-2.7550, -1.0524, -0.8411], [0.3306, 0.2203, -1.6727], [-2.0196, 0.0339, -1.2306], [1.7695, -0.8636, 0.6901]]}

---

iii:
{"formula": "C4H9NOS", "method": "wB97M-V/def2-TZVPD", "e_homo_ev": -7.814, "gap_ev": 8.0197, "symbols": ["C", "C", "C", "C", "N", "O", "S", "H", "H", "H", "H", "H", "H", "H", "H", "H"], "coordinates": [[0.9272, -0.6996, 0.2639], [0.6171, -2.1157, -0.2898], [-1.7719, 1.1752, 0.1277], [-0.3451, 1.5641, 0.0704], [0.5543, 0.3846, -0.5822], [2.3039, -0.4394, 0.3168], [2.2253, 0.7804, -0.8660], [0.5485, -0.6526, 1.2947], [1.4421, -2.6934, -0.8811], [-0.1437, -2.0416, -1.1296], [0.1352, -2.7280, 0.4243], [-2.2884, 0.7465, -0.7481], [-1.7529, 0.4939, 0.9890], [-2.1826, 1.9784, 0.6466], [-0.2734, 2.3817, -0.6560], [0.0044, 1.8656, 1.0194]]}

---

Which one is most stable, and which one is least stable? iii is the most stable of them, while ii is the least stable.

---

i:
{"formula": "C4H9NOS", "method": "wB97M-V/def2-TZVPD", "e_homo_ev": [-8.327, -8.327], "gap_ev": [7.6748, 7.6767], "symbols": ["C", "C", "C", "C", "N", "O", "S", "H", "H", "H", "H", "H", "H", "H", "H", "H"], "coordinates": [[-1.0648, -1.1326, -0.2627], [-0.4442, -1.2885, 1.1066], [0.1217, -0.9326, -1.1948], [1.3033, 2.0654, 0.6020], [0.9915, -1.1943, 1.1586], [2.8778, -0.6446, -0.4414], [1.4930, -0.3407, -0.0332], [-1.5974, -2.0081, -0.4918], [-1.8072, -0.3110, -0.1277], [-0.7626, -0.4731, 1.8972], [-0.8811, -2.2531, 1.4722], [0.4342, -1.9464, -1.4673], [-0.1102, -0.5439, -2.1299], [0.5023, 2.6081, -0.0463], [1.1039, 1.8434, 1.5356], [2.2841, 2.4330, 0.3633]]}

---

ii:
{"formula": "C4H9NOS", "method": "wB97M-V/def2-TZVPD", "e_homo_ev": -8.855, "gap_ev": 9.5852, "symbols": ["C", "C", "C", "C", "N", "O", "S", "H", "H", "H", "H", "H", "H", "H", "H", "H"], "coordinates": [[0.6343, 2.1546, -0.0314], [-0.7705, 2.5344, -0.1887], [-0.3949, 1.2890, 0.5443], [0.6927, -2.7507, -0.5351], [-0.6410, -0.2916, -0.5103], [0.1325, -1.3867, 1.7293], [-0.3567, -1.5192, 0.3760], [1.0984, 1.9542, -0.9353], [1.3809, 2.6665, 0.6900], [-1.0842, 3.3850, 0.4738], [-1.2968, 2.3526, -1.2359], [-0.5452, 0.8832, 1.4500], [0.1776, -3.7130, -0.8340], [0.8898, -2.0777, -1.3840], [1.5731, -3.1822, 0.0165], [-1.4902, -2.2983, 0.3745]]}

---

Which one is most stable, and which one is least stable? i is the most stable of them, while ii is the least stable.

---

i:
{"formula": "C8H24O4", "method": "wB97M-V/def2-TZVPD", "e_homo_ev": -10.107, "gap_ev": 10.5879, "smiles": "CCO.CCO.CCO.CCO", "symbols": ["C", "C", "O", "H", "H", "H", "H", "H", "H", "C", "C", "O", "H", "H", "H", "H", "H", "H", "C", "C", "O", "H", "H", "H", "H", "H", "H", "C", "C", "O", "H", "H", "H", "H", "H", "H"], "coordinates": [[4.4618, -2.6583, -29.1403], [3.1560, -2.1728, -29.6202], [2.2369, -2.3716, -28.5666], [4.5530, -2.3486, -28.0992], [5.1724, -2.0393, -29.6879], [4.5092, -3.7427, -29.2404], [2.8638, -2.6129, -30.5736], [3.1511, -1.0931, -29.7695], [1.7145, -3.1667, -28.6950], [-0.6867, 1.1014, -36.7521], [-0.8729, 0.5135, -35.4094], [-0.6825, 1.4541, -34.4253], [-0.9446, 0.3503, -37.4987], [0.3295, 1.4630, -36.9093], [-1.2880, 2.0068, -36.8348], [-0.1911, -0.3369, -35.4201], [-1.8236, 0.0033, -35.2540], [-0.2537, 1.0124, -33.6887], [-3.2994, 7.5937, -40.3461], [-4.6350, 8.2512, -40.0699], [-4.8855, 9.2131, -41.0481], [-3.3035, 7.0490, -41.2903], [-3.1361, 6.8088, -39.6077], [-2.4320, 8.2508, -40.2828], [-4.7952, 8.5600, -39.0369], [-5.4219, 7.5105, -40.2121], [-4.8751, 8.8410, -41.9330], [2.0179, 5.6904, -29.6559], [1.7053, 6.0783, -28.1925], [1.1042, 7.3696, -28.2570], [2.5106, 4.7214, -29.7364], [2.5668, 6.2873, -30.3842], [1.0338, 5.5546, -30.1045], [2.6743, 6.3283, -27.7603], [1.1714, 5.3312, -27.6053], [1.0558, 7.7484, -27.3762]]}

---

ii:
{"formula": "C8H24O4", "method": "wB97M-V/def2-TZVPD", "e_homo_ev": -9.976, "gap_ev": 10.5251, "smiles": "CCO.CCO.CCO.CCO", "symbols": ["C", "C", "O", "H", "H", "H", "H", "H", "H", "C", "C", "O", "H", "H", "H", "H", "H", "H", "C", "C", "O", "H", "H", "H", "H", "H", "H", "C", "C", "O", "H", "H", "H", "H", "H", "H"], "coordinates": [[-0.9199, 1.0827, -1.5963], [0.2716, 0.1790, -1.2667], [1.2793, 0.9482, -0.5810], [-0.7062, 1.8011, -2.3878], [-1.3316, 1.6938, -0.7931], [-1.7808, 0.6017, -2.0605], [0.5362, -0.2975, -2.2107], [0.0805, -0.6264, -0.5576], [2.0145, 0.3984, -0.3003], [-0.3657, 3.2048, 3.5458], [0.7206, 4.1160, 3.0247], [1.8269, 3.2866, 2.8272], [-0.0202, 2.6723, 4.4319], [-0.6155, 2.4462, 2.8041], [-1.1946, 3.8700, 3.7879], [1.0224, 4.9194, 3.6968], [0.5534, 4.5605, 2.0436], [1.6964, 2.8346, 1.9904], [-3.6820, -0.9720, -5.8700], [-4.7066, -2.0183, -5.4119], [-4.1059, -3.3401, -5.5518], [-3.5282, -1.0600, -6.9455], [-2.6711, -1.1203, -5.4901], [-4.0865, 0.0262, -5.7027], [-5.6374, -1.9137, -5.9693], [-4.9190, -1.9676, -4.3440], [-4.5713, -3.9861, -5.0154], [3.4243, -2.6478, 4.5333], [3.8740, -1.9647, 3.2490], [4.6529, -2.8501, 2.4708], [4.2183, -3.1217, 5.1104], [2.7244, -3.4765, 4.4262], [2.9070, -1.9826, 5.2246], [4.4629, -1.0727, 3.4627], [2.9951, -1.5320, 2.7711], [5.5817, -2.6914, 2.6543]]}

---

Which one is most stable, and which one is least stable? ii is the most stable of them, while i is the least stable.